# 1
This record from OMol25 describes C48H92AlCaClF3N4NaO17PS2Si2 as an isolated structure. The level of theory is ωB97M-V/def2-TZVPD.

```
173
Properties=species:S:1:pos:R:3
C 6.523 0.051 3.661
C 6.612 -0.175 2.037
C 6.594 -1.757 1.569
C 6.923 -1.781 -0.037
C 5.716 -2.378 -0.981
C 4.325 -1.512 -0.940
C 4.352 -0.111 -1.792
C 3.511 1.089 -1.043
C 1.881 0.999 -1.230
C 1.151 1.803 0.021
C -0.382 1.311 0.334
C -0.561 0.516 1.774
C -1.844 -0.503 1.662
C -1.559 -2.034 2.173
Al -0.339 -3.151 0.962
C 1.546 -2.293 1.015
C 2.160 -2.628 2.502
O 2.721 -1.440 3.165
C 2.072 -1.161 4.457
O 1.848 -2.071 5.425
C 1.596 0.398 4.828
C 2.566 1.537 4.132
O -0.137 -4.924 1.668
C 0.874 -5.672 0.898
C 1.711 -6.764 1.846
C 1.095 -6.761 3.383
P -1.030 -3.337 -1.244
C -2.201 -1.931 -1.788
O 0.431 -3.094 -2.195
H 6.191 -0.895 4.272
H 7.574 0.431 4.073
H 5.770 0.958 3.828
H 7.668 0.255 1.691
H 5.752 0.408 1.454
H 7.508 -2.273 2.118
H 5.634 -2.346 1.889
H 7.275 -0.720 -0.457
H 7.850 -2.515 -0.182
H 5.458 -3.477 -0.599
H 6.071 -2.495 -2.090
H 3.467 -2.193 -1.410
H 4.014 -1.248 0.167
H 5.454 0.206 -2.060
H 3.807 -0.319 -2.827
H 3.808 1.122 0.096
H 3.876 2.107 -1.548
H 1.627 1.612 -2.217
H 1.465 -0.087 -1.389
H 1.078 2.939 -0.336
H 1.819 1.831 1.004
H -1.048 2.296 0.399
H -0.857 0.670 -0.542
H -0.835 1.366 2.567
H 0.420 0.016 2.171
H -2.324 -0.479 0.590
H -2.677 -0.060 2.393
H -2.579 -2.608 2.281
H -1.103 -1.976 3.275
H 2.186 -2.879 0.218
H 1.551 -1.159 0.724
H 1.325 -3.187 3.125
H 3.027 -3.432 2.353
H 0.527 0.519 4.366
H 1.611 0.547 6.012
H 2.777 1.296 3.004
H 3.565 1.674 4.768
H 1.978 2.561 4.183
H 1.694 -5.009 0.389
H 0.322 -6.253 0.029
H 1.707 -7.849 1.354
H 2.846 -6.430 1.919
H 1.772 -7.447 4.076
H 1.225 -5.662 3.783
H -0.020 -7.118 3.311
H -3.147 -1.857 -1.091
H -1.580 -0.929 -1.855
H -2.528 -2.172 -2.909
H 0.236 -2.428 -2.932
Ca 8.953 -3.386 1.306
Cl 0.253 -0.796 -0.878
C -6.368 -3.343 -1.836
C -7.581 -2.725 -2.526
O -7.591 -1.361 -2.111
S -6.054 -0.865 -1.883
O -5.622 -0.172 -3.076
O -5.950 -0.295 -0.560
O -5.357 -2.338 -1.870
H -6.586 -3.572 -0.787
H -6.023 -4.249 -2.341
H -8.515 -3.219 -2.249
H -7.467 -2.746 -3.615
Na -1.215 2.348 -1.657
C 6.912 3.190 -3.074
Si 8.719 2.845 -2.630
C 9.226 1.335 -3.621
C 8.740 2.412 -0.805
N 9.688 4.250 -3.001
Si 11.407 4.241 -2.700
C 12.313 2.935 -3.697
C 11.825 4.019 -0.884
C 12.146 5.907 -3.213
H 6.299 2.312 -2.843
H 6.525 4.039 -2.499
H 6.808 3.410 -4.139
H 8.479 0.543 -3.509
H 10.181 0.927 -3.280
H 9.306 1.576 -4.685
H 8.524 3.293 -0.192
H 9.702 1.998 -0.496
H 7.979 1.657 -0.589
H 12.111 1.928 -3.328
H 13.394 3.093 -3.627
H 12.033 2.987 -4.753
H 11.254 4.716 -0.265
H 12.889 4.214 -0.717
H 11.627 3.001 -0.543
H 11.697 6.725 -2.640
H 11.979 6.092 -4.279
H 13.227 5.913 -3.029
O -12.101 0.230 -5.500
C -11.231 0.706 -4.790
O -10.635 0.046 -3.755
C -9.748 0.936 -3.079
C -9.425 2.012 -4.082
C -10.694 2.102 -4.891
H -10.258 1.332 -2.194
H -8.853 0.394 -2.760
H -9.133 2.959 -3.619
H -8.601 1.683 -4.727
H -11.413 2.795 -4.445
H -10.490 2.372 -5.930
O 0.782 4.895 -1.980
H 1.617 5.065 -1.583
C -7.169 1.385 1.226
N -8.516 1.542 1.810
C -9.593 1.133 1.101
C -10.878 1.229 1.642
C -11.066 1.744 2.929
C -9.928 2.177 3.619
C -8.663 2.070 3.043
C -12.397 1.810 3.559
C -12.645 1.157 4.772
C -13.888 1.260 5.394
N -14.873 1.996 4.836
C -14.681 2.621 3.652
C -13.450 2.537 2.996
C -16.171 2.141 5.525
H -7.150 1.915 0.271
H -6.992 0.315 1.088
H -6.419 1.804 1.901
H -9.415 0.722 0.111
H -11.722 0.874 1.052
H -10.011 2.607 4.617
H -7.768 2.396 3.567
H -11.872 0.556 5.250
H -14.096 0.764 6.339
H -15.512 3.194 3.248
H -13.323 3.069 2.054
H -16.954 1.795 4.847
H -16.297 3.199 5.770
H -16.177 1.543 6.440
C 10.686 -2.530 -6.438
F 10.283 -3.827 -6.244
F 11.546 -2.563 -7.506
F 9.574 -1.856 -6.875
S 11.449 -1.767 -4.911
O 12.610 -2.608 -4.590
O 10.400 -1.815 -3.883
O 11.816 -0.398 -5.296
N -5.454 -2.524 2.458
O -5.544 -3.167 1.399
O -6.224 -2.771 3.402
O -4.595 -1.634 2.574
```

Charge: -1
HOMO energy: -3.500 eV
E_tot: -6940.15588 a.u.

# 2
This record from OMol25 describes a 9-piece molecular cluster, C48H92N3O12PS10 overall. The level of theory is ωB97M-V/def2-TZVPD.

```
166
Properties=species:S:1:pos:R:3
C -4.999 1.422 7.625
C -5.131 1.244 5.986
C -6.364 1.971 5.127
C -6.395 1.743 3.499
C -5.272 0.857 2.663
C -4.017 0.156 3.508
C -2.902 -0.671 2.635
C -1.416 0.092 2.565
C -0.998 1.338 3.544
C 0.506 1.993 3.437
P 0.881 3.423 4.706
C 1.226 5.077 3.774
O -0.534 3.644 5.758
C 1.645 1.444 2.342
C 3.139 2.139 2.332
N 4.239 1.138 2.742
C 1.240 0.179 1.325
C -0.269 -0.436 1.495
S -0.807 -1.924 0.423
C 0.881 -2.657 -0.092
C 2.218 -1.715 -0.034
C 3.654 -2.464 -0.454
C 3.769 -4.038 -0.897
C 5.196 -4.761 -1.257
C 5.855 -5.409 0.132
C 5.585 -4.496 1.470
C 5.288 -6.921 0.469
C 2.382 -4.909 -0.978
S 2.340 -6.728 -1.516
C 0.910 -4.242 -0.576
O -0.311 -5.061 -0.657
C -0.806 -4.907 -2.064
C -2.418 -5.258 -2.092
C -3.133 -4.255 -0.990
O -2.656 -6.647 -1.596
N 2.318 -0.276 0.381
C 2.605 0.681 -0.740
C 1.783 0.437 -2.133
O 0.356 0.071 -1.955
C 2.574 -0.568 -3.210
N 1.753 -1.770 -3.620
C -4.028 0.371 5.133
H -5.553 2.409 7.996
H -5.288 0.467 8.236
H -3.844 1.629 7.841
H -7.139 2.618 5.723
H -7.256 2.247 2.849
H -5.337 0.710 1.487
H -2.695 -1.685 3.229
H -3.292 -1.003 1.576
H -1.756 1.771 4.322
H 0.891 5.937 4.530
H 0.628 5.095 2.767
H 2.409 5.105 3.616
H -0.203 3.461 6.704
H 3.475 2.563 1.294
H 3.252 3.036 3.104
H 4.193 1.083 3.797
H 4.079 0.207 2.299
H 4.646 -1.809 -0.411
H 5.961 -4.021 -1.768
H 5.001 -5.688 -1.980
H 7.041 -5.464 0.008
H 4.452 -4.647 1.815
H 5.704 -3.333 1.231
H 6.279 -4.739 2.382
H 4.325 -6.803 1.154
H 5.117 -7.597 -0.471
H 6.088 -7.483 1.151
H 2.103 -6.764 -2.925
H -0.603 -3.830 -2.500
H -0.248 -5.664 -2.798
H -2.916 -5.143 -3.154
H -2.872 -3.151 -1.299
H -4.290 -4.449 -1.013
H -2.733 -4.430 0.101
H -2.801 -6.498 -0.596
H 2.294 1.767 -0.355
H 3.774 0.734 -0.913
H 1.762 1.493 -2.691
H -0.183 0.780 -2.457
H 2.782 0.046 -4.213
H 3.628 -0.908 -2.825
H 1.131 -1.585 -4.437
H 1.255 -2.220 -2.821
H -3.144 -0.122 5.767
C -0.415 4.652 -0.627
S -0.426 3.447 -1.978
O 0.859 3.609 -2.736
C -1.731 4.248 -2.939
H 0.363 4.367 0.084
H -0.202 5.650 -1.017
H -1.385 4.645 -0.123
H -1.438 5.271 -3.190
H -2.659 4.254 -2.363
H -1.882 3.679 -3.860
C -2.767 5.181 3.268
S -3.456 6.107 1.875
O -2.392 6.193 0.821
C -3.517 7.705 2.719
H -2.608 4.148 2.953
H -1.813 5.618 3.573
H -3.472 5.199 4.104
H -2.517 7.990 3.056
H -4.198 7.644 3.571
H -3.887 8.454 2.014
C 3.067 -3.369 -6.486
S 1.997 -2.347 -7.528
O 0.826 -1.923 -6.691
C 1.440 -3.689 -8.604
H 3.499 -2.736 -5.707
H 2.485 -4.168 -6.020
H 3.871 -3.794 -7.092
H 0.956 -4.469 -8.011
H 2.294 -4.104 -9.144
H 0.723 -3.283 -9.321
C -1.819 1.358 -7.487
S -1.606 3.154 -7.451
O -1.688 3.589 -6.018
C -3.189 3.550 -8.232
H -0.952 0.896 -7.009
H -2.724 1.077 -6.942
H -1.884 1.017 -8.523
H -4.011 3.138 -7.642
H -3.210 3.141 -9.245
H -3.288 4.637 -8.279
C 1.797 4.739 9.789
S 1.108 5.665 8.396
O 2.172 5.751 7.342
C 1.047 7.263 9.239
H 1.956 3.705 9.473
H 2.751 5.175 10.094
H 1.093 4.756 10.624
H 2.047 7.547 9.577
H 0.366 7.202 10.092
H 0.677 8.012 8.535
C -5.487 11.293 6.203
S -5.498 10.089 4.853
O -4.213 10.251 4.094
C -6.803 10.890 3.892
H -4.709 11.009 6.915
H -5.273 12.292 5.813
H -6.457 11.287 6.707
H -6.509 11.913 3.640
H -7.731 10.896 4.467
H -6.953 10.321 2.971
C -2.147 -4.902 -8.043
S -2.158 -6.107 -9.393
O -0.873 -5.944 -10.152
C -3.463 -5.305 -10.354
H -1.369 -5.186 -7.331
H -1.934 -3.904 -8.433
H -3.117 -4.909 -7.539
H -3.170 -4.283 -10.606
H -4.391 -5.299 -9.779
H -3.613 -5.874 -11.275
C 6.931 -12.128 -0.961
S 6.418 -10.719 0.052
O 6.237 -9.546 -0.866
C 8.001 -10.507 0.900
H 6.098 -12.411 -1.608
H 7.791 -11.853 -1.577
H 7.187 -12.970 -0.313
H 8.796 -10.329 0.172
H 8.224 -11.399 1.490
H 7.924 -9.644 1.567
```

HOMO energy: -6.882 eV
E_tot: -7273.17202 a.u.

Respective HOMO-LUMO gap values: 0.76; 7.06 eV.